# 1
ORCA calculation (ωB97M-V/def2-TZVPD) on CF3O2P in the gas phase at a distorted geometry.

Geometry as XYZ:
```
7
Properties=species:S:1:pos:R:3:forces:R:3
C -0.32112 -0.00707 -0.80954 -3.5 -0.6 -2.7
O 0.42685 0.45815 0.11049 2.4 0.8 2.5
O 0.69690 -0.43283 2.63745 -0.1 0.2 -0.7
F -0.11619 -1.27140 -1.18787 1.5 0.1 -0.3
F -0.27440 0.83344 -1.90731 0.4 -1.1 0.8
F -1.62738 -0.05948 -0.46862 -0.2 0.8 0.5
P 1.21535 0.47919 1.62541 -0.4 -0.2 -0.3
```
Positions in Å, forces in eV/Å.

Values from the calculation:
LUMO energy   -1.3 eV
Total energy   -829.57962 Ha
SMILES   O=POC(F)(F)F
Energy relative to the best compared isomer or geometry (same formula, charge and spin)   23.06 kJ/mol
HOMO-LUMO gap   10.92 eV



# 2
ORCA calculation (ωB97M-V/def2-TZVPD) on C5H9O in the gas phase at a distorted geometry.

Geometry as XYZ:
```
15
Properties=species:S:1:pos:R:3:forces:R:3
C 1.86045 -0.22635 0.13389 -1.7 0.4 -0.7
O 3.00405 -0.82250 0.51620 -0.4 0.2 -0.1
C 0.53599 -1.13051 0.11042 1.3 0.4 3.2
C -0.58093 -0.53597 -0.74598 -0.8 -0.7 -1.1
C -1.00732 0.90066 -0.39988 -0.2 -1.3 2.1
C -2.01287 1.29095 0.43603 4.4 3.0 -1.0
H 1.56482 0.51760 0.91107 0.7 0.0 0.0
H 1.89781 0.40355 -0.79909 0.5 -0.5 0.4
H 0.21404 -1.07214 1.21185 0.1 -0.4 -1.4
H 0.90458 -2.18928 -0.00208 -1.0 1.0 -0.7
H -0.16587 -0.57340 -1.76813 -0.6 0.1 0.0
H -1.45245 -1.23683 -0.68492 0.6 0.6 -0.2
H -0.19765 1.59689 -0.55501 0.0 0.4 -0.1
H -2.82979 0.73323 0.73529 -1.4 -1.1 0.7
H -1.73486 2.34410 0.90035 -1.6 -2.1 -1.0
```
Positions in Å, forces in eV/Å.

Values from the calculation:
LUMO energy (alpha / beta)   1.0 / -1.5 eV
Total energy   -271.00649 Ha
Energy relative to the best compared isomer or geometry (same formula, charge and spin)   164.22 kJ/mol
HOMO-LUMO gap (alpha / beta)   10.81 / 8.27 eV
Spin multiplicity   2



# 3
ORCA calculation (ωB97M-V/def2-TZVPD) on C29H33O2PPdSSi as an isolated structure at a distorted geometry.

Geometry as XYZ:
```
68
Properties=species:S:1:pos:R:3:forces:R:3
Pd -0.37918 0.62703 -0.31116 0.9 -0.4 -0.6
C -1.67036 -1.84653 6.55462 0.0 0.1 -0.1
C -2.70896 -1.50960 5.69072 0.1 0.0 -0.1
C -2.42478 -0.94512 4.45118 0.0 0.0 0.1
C -1.11257 -0.71590 4.02369 0.0 -0.2 -0.1
C -0.08567 -1.05630 4.90851 -0.1 0.0 0.1
C -0.35807 -1.61151 6.15883 0.0 0.1 -0.1
P -0.93571 -0.04539 2.23223 0.0 -0.1 0.5
C 0.85301 0.37728 2.38973 -0.1 0.0 0.1
C 1.89107 -0.37799 1.85688 0.1 0.0 0.0
C 3.21549 -0.01643 2.07166 0.0 -0.1 0.0
C 3.52373 1.11202 2.81850 -0.1 0.0 0.0
C 2.49336 1.88966 3.33920 0.0 -0.1 -0.1
C 1.17135 1.52227 3.12108 0.1 0.1 0.0
C -0.98922 -1.63494 1.34596 -0.1 -0.1 -0.2
C -1.07305 -2.93078 1.85827 0.0 0.0 -0.1
C -1.21033 -4.00198 0.97487 0.0 0.2 0.0
C -1.25055 -3.75367 -0.39579 0.0 0.1 0.0
C -1.12221 -2.45391 -0.89090 0.0 -0.1 0.0
C -0.99011 -1.34230 -0.04412 0.0 0.1 0.5
H -1.88202 -2.28728 7.52218 0.0 0.0 0.0
H -3.73972 -1.68752 5.98551 0.1 0.0 0.0
H -3.23810 -0.67813 3.77866 0.0 0.0 0.0
H 0.94623 -0.89169 4.61411 0.0 0.0 0.0
H 0.46136 -1.86856 6.82494 0.0 0.0 0.0
H 1.65698 -1.24309 1.25019 0.0 0.0 0.0
H 4.01005 -0.60942 1.62891 -0.1 0.1 0.0
H 4.55876 1.39947 2.97162 0.0 0.0 0.0
H 2.72074 2.78905 3.90036 0.0 0.0 0.0
H 0.36477 2.13372 3.51454 0.0 0.0 0.0
H -1.03245 -3.11748 2.92707 0.0 0.0 0.0
H -1.28690 -5.01585 1.35158 0.0 0.0 0.0
H -1.36945 -4.58695 -1.08634 0.0 0.0 0.0
H -1.13235 -2.31010 -1.97150 0.0 0.0 0.1
C -1.57435 0.46699 -5.89542 0.0 0.0 0.0
C -1.71223 0.92199 -4.46488 0.0 -0.1 0.0
C -2.74342 0.45736 -3.64647 -0.1 0.0 0.1
C -2.83785 0.82739 -2.31532 0.0 -0.2 -0.1
C -1.84681 1.63538 -1.74528 -0.1 0.4 -0.2
C -0.85705 2.19150 -2.57773 0.0 0.0 -0.1
C -0.78961 1.80359 -3.90882 0.1 0.0 0.1
S -2.12650 2.37447 -0.14147 -0.1 0.2 0.0
C -3.14626 3.77076 -0.81518 0.0 0.1 0.0
O -0.86598 3.10858 0.25209 -0.4 -0.1 0.0
H -2.43261 -0.13690 -6.20155 0.0 0.0 0.0
H -0.67406 -0.14277 -6.02987 -0.1 0.0 0.0
H -1.49644 1.31517 -6.58319 0.0 0.0 0.0
H -3.48482 -0.22197 -4.05974 0.0 0.0 0.0
H -3.63837 0.44619 -1.68987 0.0 0.0 0.0
H -0.13099 2.87062 -2.14739 0.0 0.0 0.0
H 0.01894 2.18426 -4.53007 0.0 0.0 0.1
H -2.52255 4.31124 -1.53543 -0.2 0.0 0.1
H -3.41853 4.41362 0.02837 0.0 -0.1 -0.1
H -4.03882 3.36122 -1.30286 0.1 0.1 0.1
C 3.39802 1.44081 -3.54605 0.0 0.2 -0.2
Si 2.66505 0.39595 -2.12513 0.0 0.2 0.2
C 4.19718 -0.50198 -1.43072 0.2 -0.1 0.2
C 1.69721 -0.98381 -3.01102 -0.1 -0.1 -0.1
O 1.88279 1.25433 -1.05018 -0.1 -0.3 -0.3
H 4.02539 0.83352 -4.21748 -0.1 0.1 0.1
H 4.01206 2.26290 -3.14815 -0.1 -0.1 -0.1
H 2.59117 1.88942 -4.14659 0.2 -0.1 0.1
H 4.79616 -0.97210 -2.22652 -0.1 0.0 0.1
H 3.88844 -1.29019 -0.72772 0.1 0.1 -0.1
H 4.84409 0.20128 -0.88317 -0.1 -0.1 -0.1
H 1.85319 -0.98973 -4.10088 0.0 0.0 0.2
H 0.63241 -0.83522 -2.81985 -0.1 0.0 0.0
H 1.96001 -1.97598 -2.62224 0.0 0.1 0.0
```
Positions in Å, forces in eV/Å.

Values from the calculation:
Charge   -2
LUMO energy   4.7 eV
Total energy   -2432.24178 Ha
Energy relative to the best compared isomer or geometry (same formula, charge and spin)   63.84 kJ/mol
HOMO-LUMO gap   4.45 eV



# 4
ORCA calculation (ωB97M-V/def2-TZVPD) on a 2-piece molecular cluster, C4H9BO2S overall at a distorted geometry.

Geometry as XYZ:
```
17
Properties=species:S:1:pos:R:3:forces:R:3
B -0.07447 -1.15128 -0.16834 -0.4 -1.1 1.4
C -0.50624 0.74279 -1.42032 0.8 -3.0 -2.3
C -1.05968 1.74613 -0.58791 0.0 1.0 0.3
C 1.48102 0.23381 1.58096 2.0 -3.8 -0.7
C 1.24897 -0.79405 0.50975 -2.5 2.4 0.6
O 0.03456 -2.25883 -1.00313 -0.9 0.5 -0.7
O -1.39080 -0.96102 0.38804 1.4 2.2 -0.1
S -0.26645 0.32733 -2.93785 -0.4 0.7 1.4
H -0.92635 2.61738 -1.20003 -0.5 1.1 0.0
H -0.38606 1.83139 0.24191 0.1 0.2 0.8
H -2.08278 1.61694 -0.22294 0.3 -0.2 -0.3
H 1.19917 1.16851 1.34001 -0.8 3.4 -1.0
H 0.88480 -0.06659 2.37708 -1.1 -0.4 1.9
H 2.52707 0.19039 1.88171 0.0 0.4 0.2
H 2.05502 -1.25096 0.08686 2.4 -1.1 -1.1
H -0.86554 -2.24393 -1.36902 0.4 -0.8 -0.5
H -1.87224 -1.74801 0.50323 -0.8 -1.5 0.1
```
Positions in Å, forces in eV/Å.

Values from the calculation:
LUMO energy (alpha / beta)   -0.6 / -0.4 eV
Total energy   -731.26417 Ha
Energy relative to the best compared isomer or geometry (same formula, charge and spin)   359.90 kJ/mol
HOMO-LUMO gap (alpha / beta)   7.41 / 7.26 eV



# 5
ORCA calculation (ωB97M-V/def2-TZVPD) on C2H3N5O in the gas phase at a distorted geometry.

Geometry as XYZ:
```
11
Properties=species:S:1:pos:R:3:forces:R:3
C -0.23475 -0.54093 0.06437 1.8 4.3 -1.1
C 0.32110 0.89438 0.01876 -1.7 0.7 -0.6
H -1.81488 -1.60482 0.08404 -0.5 -0.2 -0.7
H -1.83355 -0.39287 1.10596 -0.2 0.2 -2.4
H -1.23831 1.49203 -0.81864 -0.8 -0.1 0.2
N -1.62848 -0.60210 0.04711 0.1 -1.4 4.0
N 0.60692 -1.44297 -0.13834 1.5 -1.1 -0.4
N 2.50830 0.20658 0.06583 -1.0 -0.2 0.8
N 1.71743 1.07475 0.41757 -1.3 0.9 -0.6
N -0.39459 1.88444 -0.43825 3.0 -1.7 1.1
O 1.99080 -0.96849 -0.40842 -0.9 -1.4 -0.3
```
Positions in Å, forces in eV/Å.

Values from the calculation:
LUMO energy   -0.3 eV
Total energy   -426.86015 Ha
SMILES   [H]/N=c1/nnonc1N
Energy relative to the best compared isomer or geometry (same formula, charge and spin)   518.48 kJ/mol
HOMO-LUMO gap   9.78 eV